[1]
{
  "formula": "C3H7N2O",
  "method": "ωB97M-V/def2-TZVPD",
  "orbital_gap_ha": 0.3213,
  "relative_energy_kcal_mol": 121.7,
  "energy_ev": -8240.862,
  "total_charge": 1,
  "symbols": ["O", "N", "N", "C", "C", "C", "H", "H", "H", "H", "H", "H", "H"],
  "positions_angstrom": [[-0.7461, 0.2281, -0.5003], [1.5241, -1.8782, -0.7875], [-0.5290, -0.9296, -1.2293], [-0.0412, 0.6266, 0.4757], [-0.5497, 1.6316, 1.3446], [0.4480, -1.8125, -1.3984], [-1.4914, 1.8447, 1.1081], [2.2182, -2.5357, -0.8541], [0.1271, 2.5494, 1.4818], [0.0284, -2.6468, -1.9186], [1.0113, 0.2526, 0.6615], [-1.2357, -0.8648, -1.9357], [-0.6509, 1.0205, 2.2541]]
}

[2]
{
  "formula": "C4H6N2O",
  "method": "ωB97M-V/def2-TZVPD",
  "orbital_gap_ha": 0.2979,
  "relative_energy_kcal_mol": 26.4,
  "energy_ev": -9272.359,
  "total_charge": 0,
  "smiles": "Nc1cc[nH]c1O",
  "symbols": ["O", "N", "N", "C", "C", "C", "C", "H", "H", "H", "H", "H", "H"],
  "positions_angstrom": [[-0.6775, -2.0697, -0.2230], [1.3673, -0.8536, -0.0713], [-1.9060, 0.5340, 0.2220], [0.0084, -0.9184, 0.0061], [1.7522, 0.4605, 0.0972], [0.6212, 1.2223, 0.2555], [-0.4960, 0.3348, 0.2018], [0.5991, 2.2948, 0.4056], [-1.5933, -1.7919, -0.3827], [1.9740, -1.6424, -0.2173], [2.7955, 0.7391, 0.0898], [-2.1440, 1.5163, 0.2624], [-2.3008, 0.1742, -0.6460]]
}

[3]
{
  "formula": "C4H10N2",
  "method": "ωB97M-V/def2-TZVPD",
  "orbital_gap_ha": 0.3694,
  "relative_energy_kcal_mol": 67.8,
  "energy_ev": -7287.679,
  "total_charge": 0,
  "smiles": "C=NCCCN",
  "symbols": ["N", "N", "C", "C", "C", "C", "H", "H", "H", "H", "H", "H", "H", "H", "H", "H"],
  "positions_angstrom": [[0.5369, 0.3868, 2.8249], [0.3450, 0.1217, -2.2431], [-0.7557, 0.4097, -2.8441], [0.2349, 0.2523, 0.2040], [0.1566, -0.3840, 1.6405], [0.1722, -0.6944, -0.9644], [-0.2352, 0.6569, 3.4219], [-0.3313, 1.1510, 0.0400], [0.6710, -1.3132, 1.7073], [-0.7373, -1.3610, -0.8568], [1.2805, 0.3726, 0.0724], [1.1585, -1.2160, -1.0845], [-0.8616, -0.5383, 1.8764], [1.0440, 1.1590, 2.5530], [-1.8202, 0.4662, -2.3528], [-0.8583, 0.5308, -3.9946]]
}

[4]
{
  "formula": "C22H34N2O2",
  "method": "ωB97M-V/def2-TZVPD",
  "orbital_gap_ha": 0.3268,
  "relative_energy_kcal_mol": 97.9,
  "energy_ev": -30439.137,
  "total_charge": 0,
  "smiles": "CC(C)CCN1CCN(Cc2ccc(C#CCCO)cc2)C[C@H]1CCO",
  "symbols": ["O", "O", "N", "N", "C", "C", "C", "C", "C", "C", "C", "C", "C", "C", "C", "C", "C", "C", "C", "C", "C", "C", "C", "C", "C", "C", "H", "H", "H", "H", "H", "H", "H", "H", "H", "H", "H", "H", "H", "H", "H", "H", "H", "H", "H", "H", "H", "H", "H", "H", "H", "H", "H", "H", "H", "H", "H", "H", "H", "H"],
  "positions_angstrom": [[1.2175, -3.4629, 6.1364], [-4.5942, 3.0600, -3.4038], [-0.6074, 0.1918, -3.0504], [-0.3120, 2.2020, -1.0984], [3.3442, -2.2931, 5.8250], [0.4370, 1.1859, -3.1801], [-1.7705, 0.7302, -2.3662], [-1.3760, -1.9892, -3.9734], [0.0008, -2.5965, -1.9399], [0.6158, 1.9884, 1.2092], [2.2296, -2.7370, 6.7865], [-0.3001, -2.9189, -3.4003], [2.8203, -1.3753, 4.8348], [1.7352, 0.2414, 3.0841], [-1.3180, 1.1667, -0.9682], [-0.7432, -4.3756, -3.5338], [0.3540, 0.4258, 3.0277], [2.3006, -0.6409, 4.0352], [0.0078, 2.8774, 0.1531], [-3.9513, 1.9930, -2.7457], [2.5520, 0.9433, 2.1980], [-0.8901, -0.5633, -4.2563], [1.9932, 1.8042, 1.2750], [-0.1925, 1.2893, 2.0995], [0.8454, 1.6724, -1.7906], [-2.4646, 1.9063, -3.0852], [-0.2847, -0.1081, 3.7169], [3.6229, 0.8082, 2.2434], [0.1297, 2.0485, -3.7935], [-2.2277, -1.9647, -3.2924], [-1.6734, -4.5388, -2.9933], [0.0118, -5.0422, -3.1231], [0.6177, -2.7829, -3.9837], [-1.2637, 1.4304, 2.0714], [2.6374, -3.4083, 7.5460], [-4.0854, 2.0833, -1.6574], [0.0353, -0.6255, -4.8348], [-0.9227, 3.3152, 0.5276], [-0.9020, -4.6401, -4.5771], [-4.4721, 1.0922, -3.0805], [-1.7259, -2.4034, -4.9222], [1.8083, -1.8522, 7.2878], [-2.3698, 1.7939, -4.1672], [4.1433, -1.8083, 6.3915], [0.9018, -2.9358, 5.3918], [3.7563, -3.1718, 5.3201], [1.3034, 0.7208, -3.6574], [1.5901, 2.4661, -1.8891], [-2.4887, -0.0887, -2.2562], [0.2836, -1.5535, -1.8402], [-2.1691, 1.5714, -0.4167], [-4.1341, 3.8773, -3.1816], [-1.6379, -0.0616, -4.8921], [2.6365, 2.3500, 0.5992], [0.8095, -3.2237, -1.5703], [-0.8799, -2.7763, -1.3263], [-0.9355, 0.2846, -0.4281], [-1.9684, 2.8349, -2.7929], [1.2981, 0.8288, -1.2410], [0.6977, 3.6913, -0.0897]]
}

[5]
{
  "formula": "C29H31Cl2F6IN3O8PS",
  "method": "ωB97M-V/def2-TZVPD",
  "orbital_gap_ha": 0.2481,
  "energy_ev": -120969.999,
  "total_charge": 0,
  "smiles": "CC(=O)N(C)N1c2c(cc(CN)c([C@H](Cl)[C@H](C)Cl)c2COCOCCO)Sc2c1c(I)cc(C(=O)C(F)(F)C(F)(F)C(F)(F)C(=O)O)c2P(C)O",
  "symbols": ["I", "Cl", "Cl", "S", "P", "F", "F", "F", "F", "F", "F", "O", "O", "O", "O", "O", "O", "O", "O", "N", "N", "N", "C", "C", "C", "C", "C", "C", "C", "C", "C", "C", "C", "C", "C", "C", "C", "C", "C", "C", "C", "C", "C", "C", "C", "C", "C", "C", "C", "C", "C", "H", "H", "H", "H", "H", "H", "H", "H", "H", "H", "H", "H", "H", "H", "H", "H", "H", "H", "H", "H", "H", "H", "H", "H", "H", "H", "H", "H", "H", "H", "H"],
  "positions_angstrom": [[0.1632, 2.3400, 3.7742], [-6.9687, -2.4057, -0.9743], [-4.5066, -5.0405, -0.5176], [2.2574, -1.4447, -0.9869], [4.3570, 0.9821, -2.2303], [6.8388, 2.6334, 3.5677], [8.3510, 2.7500, 1.7210], [4.9495, 4.4573, 2.5830], [6.0801, 5.8514, -0.1807], [6.8781, 3.6538, -0.6573], [7.1392, 5.2561, 2.0754], [3.7521, 4.9259, -1.2822], [-4.1002, -0.5749, 1.5916], [-5.0214, 1.5350, 0.8902], [5.3263, 2.2975, -2.8229], [-6.1295, 3.1646, -2.2176], [2.8097, -2.7426, 2.0153], [4.9253, 0.8017, 2.1081], [6.5577, 0.8443, 0.3443], [0.3553, -0.6321, 1.7120], [-1.5132, -4.2424, -4.2886], [0.8469, -1.3925, 2.7385], [2.3276, 0.2457, -0.0975], [-4.8147, -0.8738, -1.9434], [2.3628, 3.0299, 1.4333], [3.0078, 0.7391, -3.6150], [-0.0586, -1.4999, 3.9361], [-1.8808, -3.1863, -1.8806], [6.8870, 2.7542, 2.0758], [6.1322, 1.4269, 1.4774], [0.7164, -4.1715, 2.2815], [5.8412, 4.3875, 0.1042], [-5.2134, -2.4427, -1.6764], [-4.8061, 2.6854, -0.0020], [-6.2582, 2.9704, -0.7638], [-0.3460, -1.4036, 0.6249], [3.3479, 2.8464, 0.1359], [-1.9684, -1.8120, 0.6821], [-2.7086, -2.7005, -0.5271], [1.3242, 0.4031, 1.1891], [6.1404, 4.1850, 1.7033], [4.2983, 4.0851, -0.3600], [3.3457, 1.4229, -0.6752], [-3.7348, 0.8108, 1.1461], [-2.8481, -1.2921, 2.0068], [-4.3032, -3.1607, -0.4709], [0.4166, -1.9125, -0.7751], [1.4859, -2.6882, 2.3322], [-0.2986, -2.7701, -1.9707], [1.3546, 1.8578, 2.0039], [-2.5201, -4.0161, -3.1411], [4.9175, -0.1777, 1.8417], [-0.7261, -4.8486, -3.9080], [-6.9282, 2.0031, -0.5710], [2.0776, 1.4502, -3.3857], [2.3994, 4.0596, 1.9991], [-3.0667, -2.1544, 2.7669], [-2.1726, -0.4285, 2.4800], [-0.7374, -0.5705, 4.1463], [-3.0348, 0.7812, 0.1948], [0.2942, -4.4576, 3.3599], [-0.2208, -4.1693, 1.5640], [2.6605, -0.3779, -3.7153], [-5.2910, -3.1049, -2.6431], [-5.4302, -0.4166, -2.8577], [-6.7567, 3.9027, -0.2507], [0.6051, -1.7447, 4.8978], [-4.5720, 3.6933, 0.5914], [3.4812, 1.1432, -4.6156], [-3.6860, -0.6804, -2.1837], [-3.2075, 1.4319, 2.0109], [-3.3523, -3.3069, -3.6186], [-0.8017, -2.4299, 3.8459], [-1.9484, -4.8598, -5.0329], [-3.9141, 2.5383, -0.7542], [-4.8410, -2.8388, 0.5371], [-2.9261, -5.0873, -2.8756], [-5.5748, 4.0014, -2.3184], [5.5517, 2.1038, -3.7982], [-5.2071, -0.2682, -0.9925], [1.4330, -5.0476, 1.9790], [0.3980, -3.0768, -2.8905]]
}

[6]
{
  "formula": "C28H24N3ScSe",
  "method": "ωB97M-V/def2-TZVPD",
  "orbital_gap_ha": 0.1944,
  "relative_energy_kcal_mol": 2.7,
  "energy_ev": -119945.110,
  "total_charge": 0,
  "symbols": ["Se", "Sc", "N", "N", "N", "C", "C", "C", "C", "C", "C", "C", "C", "C", "C", "C", "C", "C", "C", "C", "C", "C", "C", "C", "C", "C", "C", "C", "C", "C", "C", "C", "C", "H", "H", "H", "H", "H", "H", "H", "H", "H", "H", "H", "H", "H", "H", "H", "H", "H", "H", "H", "H", "H", "H", "H", "H"],
  "positions_angstrom": [[-1.3947, -1.6131, -2.8741], [-0.7763, -0.6663, -0.7545], [0.2983, 1.2707, -1.7425], [1.3466, -1.5905, -0.8153], [0.3546, 0.7891, 0.8794], [-3.0258, 1.5707, -1.3693], [-0.7347, -2.1895, 0.9420], [0.9342, 2.4582, -3.7106], [1.5189, -2.6453, -0.0022], [1.1888, 1.9757, -1.0361], [1.2359, 1.6907, 0.4319], [-2.6042, 1.9851, -0.1075], [1.8668, 3.1766, -2.9858], [0.1757, 1.5025, -3.0542], [-1.8124, 3.2520, 0.0638], [-0.0970, -3.8563, 3.1730], [2.1160, 2.3423, 1.2866], [-1.6506, -2.4708, 1.9658], [-1.3563, -3.2825, 3.0551], [-2.9905, 1.2276, 1.0002], [2.5841, -3.5263, -0.2088], [1.1516, 1.1325, 3.1029], [2.0008, 2.9342, -1.6285], [3.4836, -3.2906, -1.2242], [-3.7971, 0.1080, 0.8445], [-4.2023, -0.3005, -0.4204], [-3.8043, 0.4290, -1.5312], [0.5101, -2.8354, 1.0723], [2.0696, 2.0565, 2.6406], [2.2166, -1.3760, -1.8081], [0.8325, -3.6372, 2.1702], [3.3101, -2.1808, -2.0398], [0.3183, 0.5154, 2.1845], [-4.0560, 0.0894, -2.5246], [-1.0985, 3.1730, 0.8841], [2.7229, 3.4870, -1.0485], [-4.1070, -0.4517, 1.7168], [0.1585, -4.4713, 4.0263], [-2.7133, 2.1320, -2.2423], [-0.3959, -0.2381, 2.4903], [-1.2676, 3.5063, -0.8460], [2.8268, 3.0613, 0.9109], [1.9994, -0.5367, -2.4548], [1.8155, -4.0825, 2.2638], [2.6788, -4.4049, 0.4112], [2.7476, 2.5549, 3.3211], [-2.6695, 1.5260, 1.9921], [-4.7869, -1.2015, -0.5444], [-0.5382, 0.8506, -3.5512], [0.7949, 2.6094, -4.7716], [-2.6464, -2.0439, 1.9232], [4.3036, -3.9771, -1.3926], [3.9778, -1.9588, -2.8597], [2.4886, 3.9222, -3.4644], [1.0791, 0.8739, 4.1497], [-2.1049, -3.4640, 3.8182], [-2.4763, 4.0887, 0.2924]]
}